1.
# C33H25F2MnN7O4S2

A structure of composition C33H25F2MnN7O4S2 in a non-equilibrium geometry (wB97M-V/def2-TZVPD, the OMol25 dataset).

Values from the calculation:
expectation value of S²: 0.772
energy above the lowest of the compared OMol25 structures with the same formula, charge and spin: 0.180 eV
multiplicity: 2
total charge: -2
gap between HOMO and LUMO (spin up / spin down): 0.1605 / 0.1527 Ha

Geometry (Å):
Mn: -0.27 -1.56 0.54
S: -0.04 -1.84 3.03
C: 1.54 -2.53 3.16
C: 1.94 -3.14 4.36
C: 3.20 -3.70 4.55
C: 3.54 -4.27 5.83
N: 3.79 -4.72 6.86
C: 4.12 -3.67 3.50
C: 3.75 -3.07 2.30
C: 2.50 -2.48 2.10
S: 2.17 -1.70 0.58
C: 5.43 -4.26 3.63
N: 6.49 -4.71 3.75
H: 1.23 -3.16 5.18
H: 4.46 -3.05 1.48
C: -1.39 -1.32 -3.64
C: -1.16 -1.69 -2.32
N: -0.19 -1.15 -1.60
C: 0.59 -0.23 -2.14
C: 0.45 0.21 -3.46
C: -0.58 -0.36 -4.20
C: 1.27 1.24 -4.12
C: 2.33 1.98 -3.79
C: 3.19 1.99 -2.58
C: 4.10 3.02 -2.41
C: 4.87 3.01 -1.26
N: 4.78 2.05 -0.34
C: 3.88 1.10 -0.60
N: 3.10 1.03 -1.68
H: -2.19 -1.79 -4.21
H: -1.77 -2.43 -1.82
H: 1.41 0.11 -1.53
H: -0.73 -0.04 -5.23
H: 0.89 1.48 -5.11
H: 2.63 2.70 -4.54
H: 4.19 3.82 -3.14
H: 5.59 3.80 -1.06
H: 3.76 0.30 0.14
O: -1.15 1.98 2.11
C: -0.31 1.56 1.16
O: -0.17 0.40 0.90
C: 0.43 2.65 0.40
N: 0.44 3.92 1.16
C: -0.04 5.01 0.30
C: -1.03 4.30 -0.61
C: -0.31 2.99 -0.92
H: 1.42 2.25 0.21
H: 1.35 4.11 1.57
H: -0.92 2.93 2.23
H: 0.76 5.45 -0.30
H: -0.49 5.81 0.90
H: -1.26 4.88 -1.50
H: -1.97 4.10 -0.07
H: 0.43 3.16 -1.70
H: -0.97 2.18 -1.22
F: 0.23 -4.46 1.01
C: -0.47 -3.57 0.17
F: 0.00 -3.97 -1.16
H: -1.49 -3.97 0.19
O: -3.34 -3.15 1.64
C: -3.45 -2.12 1.02
N: -2.45 -1.33 0.46
C: -3.05 -0.27 -0.16
O: -2.53 0.64 -0.80
C: -4.56 -0.35 0.03
C: -5.58 0.46 -0.43
C: -6.89 0.07 -0.13
C: -7.14 -1.09 0.60
C: -6.09 -1.89 1.04
C: -4.80 -1.48 0.74
H: -5.36 1.36 -1.00
H: -7.72 0.68 -0.47
H: -8.16 -1.38 0.81
H: -6.26 -2.80 1.61

2.
# C2H8IN2

A cluster of 2 separate species, C2H8IN2 in total in a non-equilibrium geometry (wB97M-V/def2-TZVPD, the OMol25 dataset).

Values from the calculation:
energy above the lowest of the compared OMol25 structures with the same formula, charge and spin: 1.845 eV
total charge: +1
gap between HOMO and LUMO: 0.3138 Ha

Geometry (Å):
C: 0.08 -0.45 1.25
C: 0.48 -0.52 -0.22
N: 0.56 -1.50 -1.03
N: -0.60 0.76 1.50
I: -0.74 1.64 -2.09
H: -0.58 -1.28 1.63
H: 1.09 -0.43 1.68
H: 0.81 0.53 -0.39
H: 0.11 -2.44 -0.98
H: 0.97 -1.48 -1.94
H: -0.14 1.60 1.18
H: -0.82 0.83 2.55
H: -1.23 2.72 -3.15

3.
# C22H49ClO13

A cluster of 4 separate species, C22H49ClO13 in total in a non-equilibrium geometry (wB97M-V/def2-TZVPD, the OMol25 dataset).

Values from the calculation:
SMILES string: C[C@@H](Cl)COC(=O)OO.COCCOCCOC.COCCOCCOC.COCCOCCOC
gap between HOMO and LUMO: 0.3395 Ha

Geometry (Å):
C: -7.88 -3.97 -3.54
C: -7.18 -4.42 -2.14
Cl: -8.52 -5.14 -1.11
C: -6.07 -5.56 -2.36
O: -4.70 -5.16 -2.11
C: -4.52 -4.68 -0.80
O: -4.98 -5.19 0.24
O: -3.74 -3.46 -0.68
O: -4.30 -2.62 -1.62
H: -8.95 -3.68 -3.26
H: -7.36 -3.02 -3.92
H: -7.82 -4.81 -4.31
H: -6.79 -3.46 -1.67
H: -6.11 -5.84 -3.48
H: -6.39 -6.52 -1.81
H: -5.09 -2.20 -1.20
C: 1.94 -2.01 5.14
O: 1.12 -2.38 4.05
C: 1.83 -2.42 2.82
C: 1.13 -3.34 1.83
O: 1.36 -4.73 2.07
C: 0.69 -5.29 3.20
C: -0.81 -5.47 2.97
O: -1.49 -4.23 3.14
C: -2.77 -4.24 2.53
H: 2.36 -1.01 4.99
H: 1.34 -2.01 6.04
H: 2.75 -2.73 5.27
H: 2.85 -2.78 2.98
H: 1.87 -1.40 2.42
H: 1.55 -3.14 0.84
H: 0.06 -3.13 1.76
H: 0.89 -4.72 4.10
H: 1.13 -6.28 3.33
H: -1.21 -6.18 3.70
H: -0.98 -5.86 1.96
H: -2.68 -4.42 1.45
H: -3.22 -3.26 2.67
H: -3.41 -5.00 2.98
C: 0.81 1.99 2.01
O: 1.85 2.95 2.00
C: 2.08 3.51 3.29
C: 3.50 4.06 3.39
O: 4.48 3.04 3.61
C: 4.79 2.22 2.48
C: 5.60 2.94 1.42
O: 4.76 3.76 0.62
C: 5.48 4.76 -0.07
H: -0.14 2.45 2.31
H: 0.70 1.59 1.00
H: 1.06 1.16 2.68
H: 1.92 2.75 4.07
H: 1.36 4.32 3.43
H: 3.54 4.70 4.28
H: 3.75 4.68 2.53
H: 3.89 1.76 2.07
H: 5.40 1.40 2.88
H: 6.08 2.20 0.76
H: 6.38 3.55 1.90
H: 6.00 5.42 0.64
H: 4.77 5.37 -0.64
H: 6.20 4.31 -0.77
C: -2.14 4.19 -5.32
O: -1.30 3.81 -4.25
C: -1.26 2.40 -4.07
C: 0.02 1.98 -3.36
O: 1.16 1.95 -4.22
C: 1.69 3.21 -4.61
C: 2.43 3.93 -3.49
O: 1.51 4.56 -2.61
C: 2.08 4.84 -1.34
H: -3.17 3.89 -5.12
H: -2.10 5.28 -5.41
H: -1.79 3.76 -6.26
H: -1.32 1.89 -5.03
H: -2.13 2.12 -3.45
H: -0.11 0.95 -3.01
H: 0.22 2.59 -2.47
H: 0.92 3.84 -5.06
H: 2.41 2.99 -5.40
H: 3.07 4.71 -3.91
H: 3.04 3.20 -2.94
H: 2.42 3.92 -0.86
H: 1.31 5.29 -0.71
H: 2.91 5.55 -1.45

4.
# C19H20N4O3S2

A structure of composition C19H20N4O3S2 in a non-equilibrium geometry (wB97M-V/def2-TZVPD, the OMol25 dataset).

Values from the calculation:
energy above the lowest of the compared OMol25 structures with the same formula, charge and spin: 0.729 eV
gap between HOMO and LUMO: 0.2964 Ha

Geometry (Å):
O: -1.38 -3.91 1.01
C: -0.83 -3.18 0.23
N: -1.45 -2.49 -0.75
H: -0.91 -1.83 -1.30
C: -2.89 -2.38 -0.85
C: -3.33 -0.95 -0.65
C: -4.03 -0.56 0.48
C: -4.41 0.76 0.66
C: -4.07 1.71 -0.29
C: -3.36 1.33 -1.42
C: -2.98 0.01 -1.59
H: -2.43 -0.28 -2.47
H: -3.09 2.07 -2.16
H: -4.38 2.74 -0.16
H: -4.97 1.05 1.54
H: -4.29 -1.30 1.23
H: -3.31 -3.03 -0.08
H: -3.21 -2.73 -1.84
C: 0.67 -2.88 0.22
C: 0.88 -1.52 0.89
N: 2.19 -1.02 0.50
S: 2.10 -0.19 -0.96
O: 3.35 -0.31 -1.64
O: 0.91 -0.54 -1.69
C: 1.94 1.50 -0.39
C: 3.00 2.36 -0.53
C: 2.93 3.70 -0.11
C: 1.79 4.21 0.45
C: 0.69 3.36 0.62
N: -0.50 3.64 1.16
S: -1.42 2.33 1.13
N: -0.38 1.32 0.44
C: 0.76 1.98 0.19
H: 1.72 5.24 0.77
H: 3.79 4.33 -0.25
H: 3.90 1.97 -0.99
C: 3.24 -2.03 0.58
C: 2.83 -3.22 1.45
C: 1.55 -3.90 0.93
H: 1.00 -4.34 1.76
H: 1.81 -4.71 0.24
H: 2.68 -2.86 2.47
H: 3.66 -3.93 1.47
H: 3.49 -2.38 -0.43
H: 4.13 -1.55 0.99
H: 0.15 -0.78 0.56
H: 0.83 -1.60 1.98
H: 0.98 -2.78 -0.82

5.
# C28H54O19S4

A cluster of 9 separate species, C28H54O19S4 in total in a non-equilibrium geometry (wB97M-V/def2-TZVPD, the OMol25 dataset).

Values from the calculation:
energy above the lowest of the compared OMol25 structures with the same formula, charge and spin: 3.563 eV
gap between HOMO and LUMO: 0.3017 Ha

Geometry (Å):
C: -2.47 -6.05 1.69
C: -1.52 -4.91 1.29
C: -0.12 -5.25 0.84
O: -0.01 -4.58 -0.40
C: -1.13 -4.07 -0.78
O: -1.31 -3.48 -1.86
O: -2.11 -4.42 0.05
H: -2.42 -6.92 1.03
H: -3.46 -5.60 1.73
H: -2.28 -6.46 2.69
H: -1.42 -4.11 2.03
H: 0.02 -6.29 0.54
H: 0.57 -5.01 1.65
C: 3.08 0.15 -1.11
C: 2.11 -0.23 -2.28
C: 0.99 -1.06 -1.83
O: -0.21 -0.39 -2.23
C: 0.18 0.70 -2.97
O: -0.53 1.42 -3.66
O: 1.48 0.92 -2.81
H: 3.69 -0.73 -0.93
H: 2.45 0.41 -0.26
H: 3.76 0.97 -1.29
H: 2.74 -0.77 -2.99
H: 0.89 -1.17 -0.75
H: 1.13 -2.10 -2.13
C: -5.34 -1.00 6.23
C: -4.97 -1.31 4.78
C: -3.56 -1.33 4.32
O: -3.29 -2.56 3.71
C: -4.41 -3.34 3.95
O: -4.44 -4.57 3.73
O: -5.38 -2.66 4.55
H: -5.02 -0.02 6.59
H: -4.94 -1.72 6.94
H: -6.41 -0.99 6.46
H: -5.54 -0.63 4.14
H: -2.92 -0.97 5.13
H: -3.49 -0.55 3.56
C: -2.91 -0.70 -0.21
C: -4.34 -1.31 -0.32
C: -4.74 -2.28 0.76
O: -5.74 -1.67 1.49
C: -5.89 -0.42 1.05
O: -6.84 0.29 1.46
O: -5.16 -0.19 -0.02
H: -2.81 -0.13 0.71
H: -2.62 -0.06 -1.04
H: -2.11 -1.44 -0.29
H: -4.62 -1.73 -1.29
H: -3.84 -2.49 1.33
H: -5.10 -3.18 0.27
C: -3.45 -0.13 -4.02
C: -3.86 1.27 -3.49
C: -3.79 2.25 -4.62
O: -5.14 2.49 -4.92
C: -5.94 1.98 -3.97
O: -7.18 2.11 -3.95
O: -5.23 1.30 -3.10
H: -3.40 -0.88 -3.23
H: -2.42 -0.08 -4.37
H: -4.06 -0.44 -4.87
H: -3.27 1.46 -2.60
H: -3.25 1.89 -5.49
H: -3.18 3.08 -4.25
C: -5.00 -5.20 -2.51
S: -5.78 -3.97 -3.60
O: -6.17 -2.90 -2.63
C: -4.24 -3.43 -4.42
H: -5.71 -5.47 -1.73
H: -4.14 -4.70 -2.05
H: -4.65 -6.13 -2.96
H: -4.35 -2.66 -5.19
H: -3.64 -4.21 -4.90
H: -3.50 -2.99 -3.75
C: -1.48 1.24 3.15
S: -1.79 2.51 1.82
O: -1.43 3.86 2.45
C: -0.47 2.14 0.64
H: -2.27 1.27 3.90
H: -0.59 1.42 3.77
H: -1.36 0.27 2.69
H: -0.79 1.39 -0.08
H: 0.44 1.84 1.16
H: -0.13 3.04 0.12
C: -10.33 1.01 1.95
S: -10.48 1.16 3.81
O: -9.37 2.15 4.12
C: -12.09 2.08 3.81
H: -11.13 0.52 1.39
H: -9.47 0.35 1.92
H: -10.07 1.97 1.49
H: -12.91 1.44 3.47
H: -11.80 2.85 3.09
H: -12.32 2.46 4.80
C: -9.93 -3.13 3.29
S: -8.16 -3.39 2.78
O: -7.77 -4.86 3.02
C: -8.39 -3.20 1.00
H: -10.61 -3.89 2.92
H: -10.37 -2.26 2.80
H: -10.09 -2.97 4.35
H: -9.22 -3.86 0.77
H: -7.51 -3.49 0.42
H: -8.68 -2.17 0.81

6.
# C5H6O

The molecule C5H6O (wB97M-V/def2-TZVPD, the OMol25 dataset).

Values from the calculation:
energy above the lowest of the compared OMol25 structures with the same formula, charge and spin: 4.052 eV
gap between HOMO and LUMO: 0.3180 Ha

Geometry (Å):
C: -3.12 -0.16 -0.10
C: -1.68 0.06 -0.15
C: -0.48 0.23 -0.18
C: 0.86 0.68 -0.01
C: 3.06 0.00 0.15
O: 1.70 -0.32 -0.15
H: -3.44 -0.86 -0.88
H: -3.40 -0.60 0.86
H: -3.67 0.78 -0.22
H: 3.14 1.08 0.31
H: 3.34 -0.55 1.05
H: 3.69 -0.33 -0.69

7.
# C17H48Mn2O17

A structure of composition C17H48Mn2O17 in a non-equilibrium geometry (wB97M-V/def2-TZVPD, the OMol25 dataset).

Values from the calculation:
expectation value of S²: 30.005
energy above the lowest of the compared OMol25 structures with the same formula, charge and spin: 0.068 eV
multiplicity: 11
gap between HOMO and LUMO (spin up / spin down): 0.2682 / 0.2924 Ha

Geometry (Å):
Mn: 19.25 13.03 1.61
Mn: 19.42 13.16 -2.71
C: 19.69 14.41 5.44
C: 19.56 13.94 3.98
O: 19.12 14.72 3.05
O: 19.64 12.74 3.61
H: 20.15 15.39 5.39
H: 20.37 13.67 5.86
H: 18.73 14.51 5.95
C: 16.38 15.48 -0.26
C: 17.63 14.60 -0.65
O: 18.56 14.33 0.14
O: 17.71 14.29 -1.85
H: 16.27 16.43 -0.77
H: 16.45 15.68 0.81
H: 15.56 14.82 -0.50
C: 19.22 9.37 -0.81
C: 19.42 10.78 -0.26
O: 19.64 11.00 0.95
O: 19.31 11.72 -1.03
H: 19.96 9.33 -1.60
H: 18.16 9.34 -1.06
H: 19.64 8.58 -0.18
C: 22.92 15.50 -2.59
C: 21.58 14.65 -2.69
O: 21.28 13.99 -1.69
O: 20.92 14.63 -3.68
H: 23.67 14.77 -2.89
H: 23.06 15.80 -1.55
H: 23.05 16.40 -3.19
C: 17.53 7.76 2.41
O: 16.63 7.79 1.35
H: 16.95 7.65 3.32
H: 18.23 6.92 2.50
H: 17.99 8.69 2.75
H: 15.79 8.15 1.65
C: 23.47 12.01 5.17
O: 23.78 10.68 5.46
H: 24.00 12.82 5.67
H: 23.82 12.19 4.15
H: 22.39 12.11 5.11
H: 23.49 10.11 4.75
C: 21.36 9.34 3.13
O: 22.72 9.26 3.51
H: 21.03 8.74 2.29
H: 20.94 8.75 3.94
H: 20.98 10.36 3.22
H: 23.27 9.25 2.72
C: 16.39 11.55 1.36
O: 17.15 12.49 1.97
H: 17.02 10.88 0.78
H: 16.03 10.86 2.13
H: 15.56 12.08 0.90
H: 16.47 12.97 2.46
C: 20.33 17.77 1.60
O: 20.54 17.06 2.86
H: 19.43 18.39 1.63
H: 21.03 18.57 1.35
H: 20.34 17.05 0.79
H: 19.96 16.31 3.01
C: 15.48 13.93 4.27
O: 15.26 14.09 2.88
H: 15.64 12.91 4.63
H: 16.18 14.61 4.77
H: 14.53 14.15 4.74
H: 15.23 15.02 2.61
C: 17.75 10.80 5.87
O: 18.64 10.19 5.05
H: 17.15 10.04 6.36
H: 18.15 11.57 6.53
H: 17.08 11.31 5.17
H: 19.04 10.80 4.43
C: 16.75 17.83 2.40
O: 16.72 16.60 3.17
H: 17.35 18.62 2.84
H: 17.18 17.59 1.43
H: 15.72 18.18 2.24
H: 17.60 16.23 3.22
C: 22.45 13.74 1.40
O: 21.16 13.50 0.96
H: 22.46 13.59 2.48
H: 23.01 12.95 0.89
H: 22.70 14.75 1.08
H: 21.19 13.73 0.03

8.
# C2H6O2PS2

A cluster of 2 separate species, C2H6O2PS2 in total in a non-equilibrium geometry (wB97M-V/def2-TZVPD, the OMol25 dataset).

Values from the calculation:
energy above the lowest of the compared OMol25 structures with the same formula, charge and spin: 1.804 eV
total charge: +1
gap between HOMO and LUMO: 0.2694 Ha

Geometry (Å):
C: -0.14 1.71 -0.24
C: 1.98 -0.23 -0.62
O: -0.42 2.79 -0.13
O: 2.64 0.05 0.62
P: 0.06 -0.06 -0.61
S: -3.59 -0.60 -0.50
S: -0.37 -0.33 1.49
H: -3.98 -0.84 0.76
H: 2.46 0.33 -1.51
H: 2.08 -1.19 -0.99
H: 2.58 0.97 0.76
H: -4.11 -1.81 -0.80
H: 0.80 -0.78 1.76

Here are the calculated M numbers, same order: 740.7; 187.0; 557.1; 416.5; 823.0; 82.1; 634.4; 157.2 (g mol⁻¹).